Record 1
11
Properties=species:S:1:pos:R:3 method="wB97M-V/def2-TZVPD" gap_ha=0.397 charge=0 smiles=NCO.O homo_ev=-10.1 multiplicity=1
N 0.07839 -0.22543 -0.00134
C 0.40617 0.44563 -1.23886
O 1.73097 0.15047 -1.65847
H 0.36327 -1.19885 -0.08715
H 0.47630 0.10318 0.83393
H -0.33471 0.16305 -2.00309
H 0.28123 1.57022 -0.96504
H 2.32365 0.89679 -1.43324
O -1.78307 -0.86599 2.52782
H -2.43356 -0.19442 2.15224
H -1.10866 -0.84465 1.87320

=====

Record 2
12
Properties=species:S:1:pos:R:3 method="wB97M-V/def2-TZVPD" gap_ha=0.347 charge=+2 smiles="[NH2+]=CNC(=[NH2+])I" homo_ev=-19.0 multiplicity=1
N -0.59899 1.70308 0.20712
C 0.45963 0.93517 0.19755
N 0.68641 -0.16322 -0.57817
C 1.93108 -1.00148 -0.28699
N 1.89340 -2.22087 -0.31970
I 3.60590 0.28404 0.07431
H -0.77155 2.41223 0.89492
H -1.26009 1.48744 -0.46727
H 1.10950 0.98758 1.08237
H -0.02868 -0.72083 -1.13409
H 1.07150 -2.73186 -0.44910
H 2.78665 -2.77970 -0.32764

=====

Record 3
12
Properties=species:S:1:pos:R:3 method="wB97M-V/def2-TZVPD" gap_ha=0.332 charge=+1 homo_ev=-14.5 multiplicity=1
O -0.59623 3.96376 -0.60909
H -0.33538 -0.60710 1.34517
H -0.65947 4.73336 -0.13703
H -0.28359 4.28785 -1.52084
C 0.40306 -2.44545 0.71699
C -0.14811 -0.42864 -0.59725
N -0.11307 -1.01725 0.53244
H 0.95440 -2.51088 1.67411
H 1.25113 -2.57892 -0.02949
H -0.41185 -3.22479 0.76725
H -0.43263 0.65883 -0.74518
H 0.37174 -0.83078 -1.39708

=====

Record 4
21
Properties=species:S:1:pos:R:3 method="wB97M-V/def2-TZVPD" gap_ha=0.219 charge=-1 homo_ev=-2.7 multiplicity=1
N 0.73308 2.08023 0.25447
C 0.82548 0.67668 0.77874
C -0.40373 -0.14011 0.62907
S -1.07156 -0.16798 -1.01346
C 1.02705 0.95080 2.44427
N 2.13823 1.95270 2.50413
H 1.27026 2.22372 -0.59670
H -0.24161 2.33041 0.11307
H 1.75703 0.21900 0.28779
H -0.35609 -1.24031 0.84447
H -1.26374 0.25669 1.33386
H -0.07256 1.27796 2.65818
H 1.19499 0.02100 2.94260
H 2.04995 2.65116 1.80826
H 3.10507 1.49408 2.33886
H 1.60834 -1.22860 -2.59794
H 2.00575 -1.34256 -4.19888
O 2.23490 -1.44849 -3.28056
H -4.84089 -3.53192 -2.78655
H -5.96762 -3.12871 -1.94617
O -5.73233 -3.90574 -2.51752

=====

Record 5
122
Properties=species:S:1:pos:R:3 method="wB97M-V/def2-TZVPD" gap_ha="0.239 / 0.190" charge=-1 homo_ev="-4.4 / -4.4" multiplicity=2
Ba 0.11956 0.17717 -0.23588
Cl 3.22393 2.00105 -1.18490
C 4.75816 1.67773 -1.95924
C 5.70001 2.68385 -1.83218
C 6.96084 2.52321 -2.38320
C 7.24669 1.33888 -3.04442
C 6.28569 0.35306 -3.15001
Cl 6.75049 -1.09792 -3.99609
C 4.98084 0.45751 -2.62309
S 3.81183 -0.79163 -2.80937
H 5.43437 3.58631 -1.30143
H 7.70519 3.30157 -2.29519
H 8.21842 1.16833 -3.48455
C -5.54895 1.42232 -1.42088
O -5.00674 0.14862 -1.68667
C -5.66976 -0.70045 -2.51316
C -6.94041 -0.46567 -3.02423
C -7.59484 -1.43784 -3.77146
C -6.98020 -2.65120 -4.01805
C -5.69372 -2.87030 -3.55036
C -5.01715 -1.91092 -2.81276
N -3.72306 -2.20489 -2.36222
C -2.72362 -1.27126 -2.08234
N -2.56525 -0.39961 -3.09856
C -1.92585 0.87118 -3.23591
C -0.82614 1.28285 -2.49996
C -0.26988 2.51196 -2.90939
C -0.76985 3.26046 -3.95827
C -1.90308 2.83392 -4.64757
C -2.48481 1.63629 -4.28008
O -3.60734 1.10191 -4.89942
C -4.19649 1.83710 -5.94256
N -1.99104 -1.35757 -1.01779
C -2.27865 -2.46753 -0.18003
C -1.38269 -3.53383 -0.20463
C -1.63426 -4.70932 0.48362
C -2.79868 -4.82845 1.22705
C -3.68657 -3.76764 1.28618
C -3.44148 -2.58384 0.59666
O -4.41003 -1.62506 0.65058
C -3.97693 -0.31598 1.02344
H -4.83898 1.91152 -0.75743
H -6.52193 1.34419 -0.92760
H -5.64428 2.00312 -2.34322
H -7.43843 0.46692 -2.80886
H -8.58882 -1.24001 -4.14636
H -7.48114 -3.41834 -4.59038
H -5.18167 -3.79641 -3.77430
H -3.61989 -3.09603 -1.89641
H -3.23285 -0.55831 -3.83948
H 0.61205 2.88668 -2.40470
H -0.28759 4.18391 -4.25523
H -2.30172 3.42376 -5.45895
H -5.06234 1.26297 -6.26946
H -3.50424 1.96479 -6.78103
H -4.52262 2.82407 -5.59671
H -0.50682 -3.42648 -0.82877
H -0.92814 -5.52601 0.42969
H -3.01270 -5.73865 1.77002
H -4.59549 -3.82535 1.86791
H -4.88534 0.25962 1.18513
H -3.37716 0.15323 0.24530
H -3.39534 -0.35452 1.94601
O 0.81785 -1.84924 -2.28081
H 1.74860 -1.58557 -2.38860
H 0.37176 -1.32873 -2.95872
Cl -1.25235 1.57761 1.84884
C 4.92907 0.97614 1.85146
Si 3.69240 0.29854 3.08192
C 2.78501 1.72712 3.91839
C 4.69182 -0.61185 4.39446
Ge 2.09248 -1.21442 2.12214
Si 3.29334 -3.08570 1.20162
C 3.74340 -4.24531 2.61642
C 4.86964 -2.49399 0.39958
C 2.26109 -4.06547 -0.01349
Si 0.58006 -1.76169 3.92077
C -0.13284 -0.23268 4.72575
C 1.49718 -2.71671 5.26446
C -0.80471 -2.85049 3.29544
H 5.51037 1.76713 2.33094
H 4.45635 1.39045 0.96827
H 5.62277 0.20921 1.51352
H 3.40497 2.62597 3.88684
H 2.58501 1.50053 4.96435
H 1.82935 1.95305 3.44842
H 5.36213 0.10776 4.86963
H 5.30507 -1.39614 3.95295
H 4.07514 -1.06017 5.16700
H 4.37195 -3.76376 3.36281
H 4.29785 -5.08753 2.19569
H 2.86753 -4.64408 3.11752
H 5.57338 -2.11842 1.14157
H 4.69392 -1.71049 -0.33623
H 5.34772 -3.32456 -0.12350
H 1.32825 -4.40362 0.43188
H 2.82869 -4.94256 -0.33299
H 2.02307 -3.48109 -0.89935
H 0.61394 0.29127 5.31790
H -0.93981 -0.53435 5.39689
H -0.54005 0.46085 3.99217
H 2.18082 -2.08040 5.81944
H 2.05640 -3.56671 4.89343
H 0.74651 -3.08788 5.96641
H -1.38563 -2.35475 2.52017
H -1.48393 -3.09538 4.11463
H -0.43223 -3.78143 2.87452
N 0.94005 7.17725 3.59672
C 0.02727 6.80438 2.66424
O -1.00625 7.42065 2.50537
C 0.36953 5.60039 1.82846
C -0.50448 5.24744 0.81342
C -0.22107 4.13017 0.04505
N 0.86627 3.38495 0.21344
C 1.70645 3.73474 1.17889
C 1.50088 4.81836 2.01658
H 0.70559 7.95444 4.18955
H 1.78422 6.66590 3.76539
H -1.39875 5.82915 0.65098
H -0.89754 3.80971 -0.73630
H 2.58614 3.11635 1.30045
H 2.22526 5.00662 2.79638

=====

Record 6
17
Properties=species:S:1:pos:R:3 method="wB97M-V/def2-TZVPD" gap_ha=0.294 charge=0 homo_ev=-7.3 multiplicity=1
C -1.77242 0.14486 1.85729
O -0.64702 -0.01996 1.03302
C -0.74963 0.74638 -0.19951
C 0.40852 0.55195 -1.08955
C 1.85793 0.58456 -0.80446
C 1.11824 -0.70564 -1.02972
O 1.03267 -1.77424 -0.17782
H -1.89915 1.19950 2.14388
H -1.62014 -0.45262 2.75974
H -2.69638 -0.18751 1.35754
H -1.68327 0.43022 -0.69393
H -0.85756 1.80898 0.06600
H 0.78075 -1.02466 -2.19247
H 2.55411 0.99388 -1.54459
H 2.27229 0.56078 0.20949
H 1.62498 -1.30762 -2.09553
H 0.27607 -1.54887 0.40063

=====

Record 7
15
Properties=species:S:1:pos:R:3 method="wB97M-V/def2-TZVPD" gap_ha=0.205 charge=-1 homo_ev=-1.9 multiplicity=1
C -0.95559 -1.39500 0.45133
C 0.56344 -1.12104 0.27670
N 0.91944 -0.56670 -1.04070
C 0.97548 0.92808 -0.91748
C -0.31243 1.58945 -0.22854
O -0.20583 2.05754 1.10694
O -1.24482 1.68410 -1.09441
H -0.96054 -2.45687 0.14723
H -1.48940 -0.60970 -0.24268
H -1.41353 -1.14655 1.48327
H 1.11746 -2.04217 0.58592
H 0.76239 -0.40583 1.17140
H -0.44315 0.90211 0.76132
H 0.81031 1.22014 -2.01833
H 1.87677 1.36243 -0.44198

=====

Record 8
11
Properties=species:S:1:pos:R:3 method="wB97M-V/def2-TZVPD" gap_ha=0.364 charge=0 smiles="[H]/N=C/[C@H]1CC1=O" homo_ev=-9.0 multiplicity=1
H 1.54989 1.45654 1.57532
N 0.78578 0.93059 1.16274
C 1.18362 0.00294 0.38476
C 0.17149 -0.65056 -0.46938
C -1.29610 -0.52814 0.00016
C -0.76926 0.52253 -0.83702
O -0.84189 1.56517 -1.40969
H 2.23510 -0.25675 0.20859
H 0.45390 -1.48383 -1.11305
H -1.96916 -1.16373 -0.57116
H -1.50444 -0.40082 1.05741